1.
The following is a quantum chemistry calculation of a structure of composition C13H22NOSi2Tl, from the OMol25 dataset.

Calculated values
- Kohn-Sham gap: 4.275 eV
- 2S+1: 1
- Net charge: -2
- HOMO level: 0.869 eV

Positions of all 40 atoms, in Å:
Tl 0.993 1.420 1.664
N -3.103 1.902 4.641
C -2.081 1.643 3.731
O -1.816 2.484 2.911
C -1.384 0.337 3.992
C -0.602 -0.235 2.798
H -3.706 2.686 4.446
H -3.474 1.161 5.212
H -2.148 -0.372 4.380
H -0.688 0.531 4.819
H -1.356 -0.669 2.123
H -0.083 -1.119 3.210
C 3.994 -0.391 -0.537
Si 2.155 -0.670 0.113
C 2.376 -2.585 0.475
C 1.263 -0.793 -1.623
C 1.740 -1.683 -2.582
C 1.139 -1.832 -3.819
C 0.025 -1.068 -4.121
C -0.451 -0.172 -3.181
C 0.141 -0.006 -1.933
Si -0.593 1.270 -0.641
C -2.401 0.525 -0.590
C -1.031 2.763 -1.844
H 4.348 -1.178 -1.203
H 4.684 -0.350 0.303
H 4.087 0.554 -1.068
H 2.943 -3.112 -0.294
H 1.413 -3.081 0.575
H 2.908 -2.731 1.414
H 2.618 -2.282 -2.361
H 1.538 -2.541 -4.543
H -0.463 -1.177 -5.091
H -1.321 0.418 -3.447
H -2.918 0.592 -1.548
H -3.007 1.053 0.143
H -2.375 -0.523 -0.298
H -1.617 2.464 -2.712
H -0.132 3.256 -2.208
H -1.615 3.511 -1.308

Here are the natural (NBO) charges for atoms 1 to 6, given in e: number 1, Tl, carries -0.250; number 2, N, carries -0.870; number 3, C, carries 0.686; number 4, O, carries -0.583; number 5, C, carries -0.523; number 6, C, carries -0.788

=====

2.
The following is a quantum chemistry calculation of a structure of composition C23H32NO4Sr, from the OMol25 dataset.

Calculated values
- Kohn-Sham gap: 5.080 eV
- 2S+1: 1
- Net charge: -1
- HOMO level: -3.032 eV

Positions of all 61 atoms, in Å:
O -0.544 -0.082 -0.752
C 0.682 -0.389 -1.538
C 0.152 0.446 -2.693
H 0.757 -1.464 -1.754
H 1.612 0.020 -1.102
C -1.036 0.794 -1.806
H -0.238 -0.179 -3.474
H 0.744 1.280 -3.063
C -2.327 0.249 -2.372
H -2.192 -0.799 -2.683
H -2.615 0.859 -3.243
H -3.141 0.279 -1.642
C -1.058 2.260 -1.465
H -0.026 2.599 -1.304
H -1.685 2.481 -0.589
H -1.474 2.786 -2.339
Sr 0.732 -0.601 1.896
C 1.056 2.104 2.929
C 2.351 1.533 3.008
C 2.838 1.357 1.684
H 2.899 1.320 3.926
C 1.839 1.843 0.784
C 0.730 2.294 1.559
H -0.190 2.758 1.197
H 0.430 2.396 3.773
H 3.814 0.943 1.415
H 1.941 1.912 -0.298
C -2.314 -0.434 3.666
C -2.109 0.812 3.014
C -2.216 0.594 1.612
H -1.939 1.770 3.511
C -2.428 -0.799 1.398
C -2.492 -1.432 2.673
H -2.693 -2.492 2.869
H -2.404 -0.578 4.741
H -2.221 1.378 0.857
H -2.579 -1.292 0.435
O 0.544 -1.264 -4.627
C -0.022 -0.346 -5.633
C 0.306 -0.847 -7.038
H 0.416 0.655 -5.461
H -1.113 -0.267 -5.462
C 1.295 -2.000 -6.813
H 0.750 -0.045 -7.622
H -0.618 -1.188 -7.505
C 1.270 -2.301 -5.301
H 2.308 -1.676 -7.079
H 1.013 -2.877 -7.396
H 2.281 -2.327 -4.877
H 0.767 -3.258 -5.104
O -0.282 1.595 5.840
C 0.222 0.488 5.696
C 0.650 -0.424 6.829
C 1.088 -1.703 6.147
C 0.933 -1.389 4.673
O 1.194 -2.176 3.713
N 0.452 -0.143 4.476
H 1.475 0.044 7.378
H -0.177 -0.577 7.528
H 2.133 -1.943 6.376
H 0.457 -2.554 6.431

Here are the natural (NBO) charges for atoms 1 to 6, given in e: number 1, O, carries -0.564; number 2, C, carries -0.094; number 3, C, carries -0.451; number 4, H, carries 0.172; number 5, H, carries 0.189; number 6, C, carries 0.276

=====

3.
The following is a quantum chemistry calculation of a cluster of 2 separate species, C23H25N2 in total, from the OMol25 dataset.

Calculated values
- Kohn-Sham gap: 5.061 eV
- 2S+1: 1
- Net charge: +1
- HOMO level: -10.754 eV

Positions of all 50 atoms, in Å:
C -0.531 0.910 2.303
C -1.835 0.338 2.365
C -2.935 1.250 2.498
C -4.237 0.799 2.626
C -4.506 -0.574 2.663
C -3.459 -1.486 2.532
C -2.154 -1.051 2.345
C 0.745 0.325 2.298
C 1.866 1.219 2.251
C 3.161 0.756 2.393
C 3.412 -0.616 2.537
C 2.346 -1.515 2.535
C 1.039 -1.066 2.431
H -0.522 2.002 2.396
H -2.741 2.321 2.538
H -5.049 1.510 2.724
H -5.526 -0.923 2.791
H -3.673 -2.554 2.575
H -1.382 -1.795 2.196
H 1.693 2.286 2.128
H 3.991 1.457 2.419
H 4.431 -0.977 2.650
H 2.542 -2.584 2.644
H 0.241 -1.790 2.513
C -0.177 -0.088 -4.502
N 0.424 -0.745 -3.378
C 1.137 -1.983 -3.667
C 2.034 -2.202 -2.429
C 2.101 -0.859 -1.697
C 1.228 0.115 -2.522
C 0.362 1.003 -1.680
C -1.009 0.767 -1.553
C -1.745 1.672 -0.791
C -1.054 2.680 -0.106
N 0.268 2.613 0.087
C 0.946 2.018 -0.890
H -0.731 0.803 -4.177
H 0.563 0.248 -5.251
H -0.887 -0.766 -5.005
H 0.424 -2.804 -3.843
H 1.763 -1.878 -4.583
H 1.579 -2.951 -1.779
H 3.026 -2.555 -2.726
H 1.700 -0.908 -0.673
H 3.116 -0.453 -1.639
H 1.898 0.727 -3.157
H -1.461 -0.087 -2.051
H -2.815 1.559 -0.647
H -1.592 3.506 0.366
H 1.984 2.327 -1.059

Here are the natural (NBO) charges for atoms 1 to 6, given in e: number 1, C, carries 0.148; number 2, C, carries -0.101; number 3, C, carries -0.102; number 4, C, carries -0.233; number 5, C, carries -0.097; number 6, C, carries -0.210

=====

4.
The following is a quantum chemistry calculation of a structure of composition C28H28BF5N2O8RuSTe, from the OMol25 dataset.

Calculated values
- Kohn-Sham gap (alpha / beta): 6.972 / 6.485 eV
- 2S+1: 2
- Net charge: -1
- HOMO level (alpha / beta): -5.657 / -5.639 eV

Positions of all 75 atoms, in Å:
Ru 0.205 0.591 0.094
C -0.748 0.874 -2.852
O 0.328 1.118 -1.922
C 1.633 0.986 -2.354
C 1.982 1.092 -3.688
C 3.321 1.041 -4.050
C 4.307 0.889 -3.087
C 3.955 0.761 -1.752
C 2.623 0.786 -1.380
N 2.179 0.599 -0.025
N 3.066 0.521 0.858
C 2.732 0.381 2.172
C 1.415 0.417 2.715
O 0.318 0.588 2.084
C 1.271 0.271 4.148
C 2.336 0.101 4.949
C 3.680 0.068 4.438
C 4.774 -0.090 5.303
C 6.059 -0.098 4.816
C 6.264 0.053 3.439
C 5.204 0.204 2.577
C 3.880 0.216 3.057
H -0.594 -0.091 -3.331
H -0.782 1.690 -3.572
H -1.646 0.872 -2.244
H 1.217 1.222 -4.439
H 3.590 1.126 -5.095
H 5.350 0.867 -3.372
H 4.703 0.625 -0.985
H 0.259 0.325 4.525
H 2.197 -0.008 6.019
H 4.588 -0.201 6.365
H 6.900 -0.214 5.486
H 7.273 0.053 3.044
H 5.378 0.318 1.518
C -9.851 -0.755 0.854
C -8.665 -0.396 1.752
C -8.977 0.937 2.448
C -8.513 -1.489 2.820
C -7.358 -0.294 0.962
C -7.215 -0.848 -0.305
C -6.008 -0.796 -1.016
C -4.946 -0.172 -0.415
O -3.681 0.025 -0.880
B -2.992 0.729 0.155
O -3.891 0.934 1.241
C -5.072 0.381 0.857
C -6.250 0.335 1.558
H -10.775 -0.716 1.436
H -9.762 -1.764 0.448
H -9.945 -0.059 0.019
H -9.996 0.924 2.843
H -8.888 1.775 1.755
H -8.305 1.125 3.286
H -9.408 -1.543 3.446
H -7.656 -1.285 3.464
H -8.357 -2.464 2.354
H -8.057 -1.333 -0.777
H -5.915 -1.234 -2.001
H -6.300 0.779 2.543
F -0.356 5.069 1.517
Te -1.199 3.401 1.637
F -1.616 3.878 -0.187
F 0.015 3.381 3.234
F 0.491 2.519 0.411
F -2.778 4.415 2.072
O -1.772 1.182 0.095
C 1.207 -2.792 1.050
S -0.114 -2.276 -0.003
O -0.747 -3.469 -0.486
O -0.950 -1.358 0.791
O 0.507 -1.400 -1.032
H 0.768 -3.247 1.936
H 1.811 -1.933 1.333
H 1.810 -3.517 0.508

Here are the Mulliken charges for atoms 1 to 6, given in e: number 1, Ru, carries 0.623; number 2, C, carries -0.778; number 3, O, carries 0.206; number 4, C, carries 0.720; number 5, C, carries -0.743; number 6, C, carries -0.688

=====

5.
The following is a quantum chemistry calculation of the molecule C4H7NS, from the OMol25 dataset.

Calculated values
- Kohn-Sham gap: 9.779 eV
- 2S+1: 1
- HOMO level: -8.771 eV

Positions of all 13 atoms, in Å:
C 1.918 1.332 -0.080
C 1.197 -1.181 0.369
C -0.147 0.505 0.525
C -1.224 0.277 -0.495
N 0.729 1.512 0.257
S 2.605 -0.297 -0.179
H 2.582 2.147 -0.313
H 1.304 -1.623 1.346
H 0.774 -1.839 -0.375
H -0.463 0.450 1.559
H -1.731 1.217 -0.719
H -1.953 -0.432 -0.116
H -0.795 -0.096 -1.422

Here are the natural (NBO) charges for atoms 1 to 6, given in e: number 1, C, carries -0.007; number 2, C, carries -0.683; number 3, C, carries 0.083; number 4, C, carries -0.650; number 5, N, carries -0.450; number 6, S, carries 0.217

=====

6.
The following is a quantum chemistry calculation of a structure of composition C33H28N6O4Pd, from the OMol25 dataset.

Calculated values
- Kohn-Sham gap (alpha / beta): 7.492 / 4.732 eV
- 2S+1: 5
- Net charge: +2
- HOMO level (alpha / beta): -13.485 / -13.456 eV

Positions of all 72 atoms, in Å:
Pd 0.121 -0.897 0.308
O -1.981 -1.695 0.961
C -2.882 -2.135 0.214
C -4.265 -1.865 0.524
C -5.272 -2.332 -0.272
C -4.979 -3.089 -1.417
C -3.657 -3.374 -1.758
C -2.600 -2.926 -0.981
C -1.275 -3.362 -1.303
N -0.228 -3.046 -0.604
N 0.883 -3.702 -0.701
C 1.959 -3.217 0.000
O 1.860 -2.251 0.788
C 3.210 -3.941 -0.196
C 3.229 -5.208 -0.790
C 4.433 -5.863 -0.965
C 5.618 -5.258 -0.568
C 5.605 -3.997 0.020
C 4.406 -3.342 0.212
H -4.467 -1.283 1.414
H -6.305 -2.134 -0.020
H -5.790 -3.469 -2.023
H -3.439 -3.975 -2.633
H -1.146 -4.046 -2.143
H 2.300 -5.668 -1.094
H 4.454 -6.847 -1.415
H 6.560 -5.768 -0.722
H 6.534 -3.535 0.325
H 4.376 -2.358 0.661
O 0.082 5.229 2.954
C 0.023 4.225 3.942
C -0.151 2.901 3.255
C 0.354 1.726 3.798
C 0.212 0.548 3.087
N -0.423 0.501 1.921
C -0.970 1.613 1.408
C -0.833 2.833 2.044
C -1.729 1.447 0.148
C -2.883 2.167 -0.110
C -3.596 1.917 -1.278
C -4.848 2.693 -1.576
O -4.624 4.030 -1.188
C -3.112 0.953 -2.154
C -1.947 0.281 -1.831
N -1.270 0.524 -0.711
H 0.121 6.094 3.374
H -0.836 4.372 4.611
H 0.923 4.207 4.564
H 0.868 1.731 4.750
H 0.610 -0.389 3.459
H -1.213 3.743 1.598
H -3.240 2.913 0.587
H -5.678 2.254 -1.005
H -5.093 2.597 -2.637
H -5.326 4.591 -1.531
H -3.622 0.736 -3.083
H -1.522 -0.449 -2.509
N 3.770 1.430 0.750
C 2.841 0.475 0.941
N 1.841 0.584 0.096
C 2.127 1.677 -0.713
C 1.424 2.251 -1.770
C 1.986 3.349 -2.387
C 3.215 3.882 -1.971
C 3.920 3.331 -0.922
C 3.353 2.222 -0.305
H 4.627 1.539 1.264
H 2.924 -0.288 1.697
H 0.476 1.844 -2.094
H 1.471 3.814 -3.217
H 3.617 4.744 -2.485
H 4.868 3.740 -0.596

Here are the Mulliken charges for atoms 1 to 6, given in e: number 1, Pd, carries 0.435; number 2, O, carries -0.501; number 3, C, carries 0.641; number 4, C, carries -0.383; number 5, C, carries -0.631; number 6, C, carries -0.583